The following is a DFT calculation (the ωB97M-V functional and the def2-TZVPD basis) of an isolated molecule of C4H7FO2 at a distorted geometry.

XYZ file:
```
14
Properties=species:S:1:pos:R:3:forces:R:3
F -1.631 0.404 -1.025 -0.0080 0.4206 0.1874
C -1.597 -0.339 0.151 0.2713 -1.3747 -0.4666
C -0.172 -0.450 0.689 0.5404 0.7611 -0.2763
C 0.856 -0.872 -0.423 -0.2946 1.9480 -0.8589
O 1.768 0.260 -0.489 -0.2963 -0.6587 -0.2501
C 0.997 1.338 -0.062 0.4735 0.1445 0.6437
O 0.323 0.856 1.067 -1.1093 -0.7016 0.0980
H -2.296 0.074 0.873 0.0582 0.2009 0.0143
H -1.928 -1.342 -0.177 -0.0205 0.1935 0.5010
H -0.136 -1.066 1.599 -0.1303 0.0385 -0.4124
H 1.473 -1.711 -0.267 0.4133 -1.1421 0.6038
H 0.395 -0.953 -1.427 -0.1613 -0.1341 0.5727
H 1.636 2.119 0.334 0.2305 0.2791 -0.4178
H 0.311 1.683 -0.843 0.0331 0.0252 0.0614
```
Positions in Å, forces in eV/Å.

Summary:
**Kohn-Sham gap**: 11.09 eV
**SMILES**: FC[C@H]1COCO1
**DFT total energy**: -11072.8528 eV

List of Löwdin charges in e, atom by atom: atom 1 (F): -0.051, atom 2 (C): -0.143, atom 3 (C): -0.237, atom 4 (C): -0.085, atom 5 (O): -0.083, atom 6 (C): -0.250, atom 7 (O): -0.063, atom 8 (H): 0.124, atom 9 (H): 0.130, atom 10 (H): 0.155, atom 11 (H): 0.107, atom 12 (H): 0.129, atom 13 (H): 0.138, atom 14 (H): 0.129

The following is a DFT calculation (the ωB97M-V functional and the def2-TZVPD basis) of a 2-piece molecular cluster, C4H14Cl2Si3 overall at a distorted geometry.

XYZ file:
```
23
Properties=species:S:1:pos:R:3:forces:R:3
C 2.819 0.512 1.578 2.9813 0.3147 4.3204
C -2.798 0.010 -2.864 -0.4033 -4.0622 1.9490
C 0.263 -1.104 2.924 1.8222 -0.4614 -2.7241
C -0.305 -0.266 -1.450 1.2658 0.8038 0.7177
Si 2.087 -0.680 2.813 -0.9513 -0.2918 -0.1881
Si -1.095 0.600 -2.900 0.5033 1.1524 0.3974
Si -0.825 0.517 0.188 0.8694 -0.8831 0.6367
Cl -2.842 0.393 0.570 -0.0422 0.1252 -0.0349
Cl -0.190 2.477 0.173 -0.1157 -0.0113 0.0598
H 3.962 0.271 1.655 -2.0486 0.3620 -0.8547
H 2.355 0.511 0.686 -0.9526 -0.2115 -3.4324
H 2.738 1.522 2.007 -0.0980 -0.1637 -0.2042
H -3.246 0.454 -1.972 -0.4297 0.1823 -0.6085
H -3.266 0.156 -3.774 -1.4916 0.8446 -1.6246
H -2.953 -1.181 -2.685 0.7371 2.6342 -0.3583
H -0.015 -2.033 2.447 -0.2183 -0.1262 -0.1507
H -0.392 -0.816 3.657 -1.4747 1.0101 1.6265
H 0.802 -0.363 -1.456 -0.4169 0.7453 0.0364
H -0.556 -1.295 -1.507 -0.8757 -1.0909 0.1128
H 2.329 -0.169 4.140 0.5804 0.1987 0.7219
H 2.741 -1.970 2.538 0.1601 -0.2426 0.1531
H -0.328 0.352 -4.120 0.0879 -0.0176 -0.2978
H -1.284 2.104 -2.649 0.5112 -0.8109 -0.2532
```
Positions in Å, forces in eV/Å.

Summary:
**Kohn-Sham gap (alpha / beta)**: 7.38 / 7.86 eV
**DFT total energy**: -53052.0309 eV

List of Löwdin charges in e, atom by atom: atom 1 (C): -0.278, atom 2 (C): -0.302, atom 3 (C): -0.168, atom 4 (C): -0.511, atom 5 (Si): 0.507, atom 6 (Si): 0.490, atom 7 (Si): -0.141, atom 8 (Cl): 0.275, atom 9 (Cl): 0.250, atom 10 (H): 0.069, atom 11 (H): -0.070, atom 12 (H): 0.025, atom 13 (H): -0.032, atom 14 (H): -0.016, atom 15 (H): 0.104, atom 16 (H): -0.028, atom 17 (H): -0.055, atom 18 (H): 0.036, atom 19 (H): 0.010, atom 20 (H): -0.054, atom 21 (H): -0.045, atom 22 (H): -0.045, atom 23 (H): -0.017

The following is a DFT calculation (the ωB97M-V functional and the def2-TZVPD basis) of C38H55N7O4P2Rb as an isolated structure at a distorted geometry.

XYZ file:
```
107
Properties=species:S:1:pos:R:3:forces:R:3
Rb 2.347 -9.383 17.507 -0.2223 0.0233 -0.2227
C 6.647 -5.063 16.818 0.3134 -0.6924 0.1645
C 6.281 -6.401 16.158 -0.5680 -0.2511 0.4869
C 7.204 -7.528 16.629 0.0611 0.0437 0.0264
P 4.499 -6.970 16.447 0.2635 0.1087 0.5909
C 3.507 -5.817 15.378 -0.4011 -0.1536 -0.4984
C 2.007 -5.881 15.668 0.3462 -0.2448 0.4886
C 3.981 -4.410 15.083 1.1240 -0.1227 0.0013
C 4.212 -6.411 18.193 0.2068 -0.1526 -0.0802
C 3.820 -5.096 18.475 -0.5163 0.3346 0.9690
C 3.545 -4.604 19.761 0.2043 -0.5321 -0.6798
C 3.122 -3.171 19.966 -0.2151 -0.2653 -0.2557
C 3.648 -5.525 20.814 -0.0693 -0.1281 -0.7351
C 4.004 -6.832 20.574 0.7287 -0.3065 -0.6374
C 4.395 -7.333 19.268 -0.7167 -0.1981 0.8892
N 4.699 -8.672 19.061 0.0682 0.4464 -0.2859
C 5.466 -9.373 19.933 -0.0545 0.4942 0.7141
C 6.344 -8.731 20.867 0.0537 -0.2944 -0.0043
C 7.165 -9.438 21.712 0.4247 0.1284 -0.0751
C 7.236 -10.837 21.716 -0.1351 0.6707 0.0563
C 8.136 -11.591 22.647 0.2245 0.0416 0.3537
C 6.332 -11.459 20.892 0.0947 -0.3453 -0.1392
C 5.462 -10.799 20.026 -0.1518 -0.0081 -0.5299
P 4.300 -11.718 18.968 -0.3349 0.1444 -0.0850
C 3.670 -13.192 19.952 -0.3579 0.4031 -0.0147
C 3.280 -12.741 21.361 0.3072 0.3472 0.5042
C 4.416 -14.507 19.954 -0.0853 -0.3350 -0.8313
C 5.344 -12.437 17.595 0.0198 0.2866 0.0673
C 5.414 -11.369 16.494 1.0839 -0.2149 0.3309
C 6.739 -12.898 17.978 0.0144 0.6176 -0.1817
H 7.681 -4.827 16.535 -0.1014 0.1938 0.1212
H 5.983 -4.267 16.502 0.1418 0.1408 0.1194
H 6.591 -5.153 17.917 0.0473 0.0560 -0.4404
H 6.394 -6.323 15.077 -0.1141 0.0857 -0.2370
H 7.197 -7.608 17.716 -0.0886 -0.0415 0.1163
H 6.933 -8.511 16.227 -0.0649 0.2432 -0.0134
H 8.225 -7.308 16.325 0.2388 0.0066 -0.0193
H 3.608 -6.353 14.433 0.1210 -0.1192 -0.2187
H 1.771 -5.442 16.637 -0.1008 -0.1461 0.1246
H 1.449 -5.336 14.922 -0.1417 0.2627 -0.4031
H 1.669 -6.916 15.616 -0.1654 -0.0479 0.1809
H 3.914 -3.754 15.948 0.0202 0.1688 -0.0963
H 5.048 -4.481 14.774 -0.7246 0.4199 0.0405
H 3.413 -3.969 14.270 -0.1594 0.0595 -0.1755
H 3.627 -4.389 17.679 0.2199 -0.1858 -0.1244
H 2.718 -2.736 19.040 0.4187 -0.0488 0.1144
H 2.286 -3.134 20.658 -0.0164 0.1151 0.3971
H 3.947 -2.563 20.348 -0.1787 0.1132 -0.0579
H 3.396 -5.270 21.827 -0.1093 0.3487 0.3224
H 4.056 -7.487 21.440 0.0073 -0.1759 -0.2465
H 6.366 -7.652 20.918 0.0043 0.0635 -0.0983
H 7.813 -8.881 22.383 0.0141 0.0421 0.0252
H 8.026 -11.156 23.659 0.1839 -0.4379 -0.2670
H 7.809 -12.636 22.651 0.1687 0.0418 0.2692
H 9.222 -11.584 22.399 -0.6923 0.1476 -0.0356
H 6.296 -12.539 20.938 -0.0415 -0.1856 -0.1401
H 2.721 -13.362 19.418 0.1561 -0.0406 0.1149
H 4.155 -12.614 22.037 -0.4939 -0.2196 -0.4650
H 2.770 -11.778 21.332 0.1030 0.0464 -0.0807
H 2.560 -13.424 21.827 0.2059 -0.1987 -0.0585
H 5.418 -14.433 20.343 0.3466 0.0010 0.3988
H 3.857 -15.255 20.515 -0.0010 -0.0891 0.2249
H 4.513 -14.906 18.932 0.0010 0.1267 0.1892
H 4.763 -13.267 17.210 -0.2366 -0.4194 -0.0935
H 5.848 -10.454 16.946 -0.3828 -0.1897 -0.4403
H 6.096 -11.713 15.685 -0.4348 0.2621 0.3337
H 4.432 -11.186 16.082 -0.1941 0.2936 -0.2150
H 7.266 -12.043 18.410 0.1699 -0.0320 -0.1637
H 6.698 -13.633 18.766 0.1858 -0.5374 0.0200
H 7.292 -13.244 17.087 -0.1185 -0.1007 0.4213
N -0.461 -12.475 19.112 -0.5176 -0.2323 0.1786
C -0.268 -11.232 19.772 -0.2673 -0.0730 -0.2490
C -1.403 -10.562 20.290 0.2279 -0.4208 -0.5442
C -1.194 -9.420 21.030 0.6942 -0.3001 0.0079
C 0.118 -8.979 21.257 -0.0754 -0.6720 -0.2394
C 1.159 -9.683 20.656 -0.7731 0.1929 0.2261
N 0.971 -10.778 19.920 -0.5334 -0.4893 -0.2017
C 0.283 -13.102 18.091 0.7695 0.7181 0.3157
C 0.419 -14.494 18.077 -0.3613 0.2743 -0.3566
C 1.052 -15.097 17.000 -0.2009 -0.3337 0.5259
C 1.547 -14.304 15.984 0.2739 0.0729 0.0404
C 1.461 -12.929 16.140 0.2514 0.4518 -0.2299
N 0.885 -12.319 17.176 -0.6194 -0.6734 0.3779
H -1.315 -12.969 19.377 0.6268 0.3808 -0.1691
H -2.412 -10.920 20.045 0.4966 0.1435 0.1768
H -2.041 -8.900 21.440 -0.1515 0.2427 0.1281
H 0.318 -8.163 21.926 0.1007 0.3640 -0.0450
H 2.195 -9.399 20.773 0.2094 0.2629 0.0524
H -0.013 -15.084 18.866 -0.0091 -0.0862 0.2382
H 1.159 -16.186 17.013 -0.0194 0.3895 -0.2219
H 2.048 -14.721 15.124 -0.0310 0.0188 -0.0713
H 1.870 -12.262 15.381 -0.0075 -0.1895 0.0514
O 1.943 -10.857 13.330 0.3526 0.0413 0.1840
N 0.968 -10.254 13.792 -0.3761 -0.5605 -0.5336
O -0.174 -10.785 13.694 -0.0055 0.0566 0.2188
O 1.085 -9.142 14.330 0.0805 0.3054 0.4282
C -2.334 -8.605 14.683 0.1548 0.3282 0.2917
N -1.710 -8.104 15.916 -0.6634 0.9387 -1.1461
C -1.040 -8.868 16.780 0.6049 -0.6341 0.6665
N -1.112 -10.204 16.522 0.3558 -1.0866 -0.1006
O -0.451 -8.398 17.761 0.0977 0.0026 -0.0421
H -2.533 -7.749 14.047 -0.1887 0.1828 0.0146
H -3.289 -9.100 14.920 0.3600 0.0028 -0.1729
H -1.658 -9.244 14.104 -0.1960 -0.0705 0.2666
H -1.451 -7.131 15.966 -0.1385 -0.1234 -0.0084
H -1.085 -10.472 15.538 -0.1520 0.2114 -0.0245
H -0.422 -10.790 16.998 -0.2739 0.4949 0.1358
```
Positions in Å, forces in eV/Å.

Summary:
**Kohn-Sham gap**: 5.58 eV
**DFT total energy**: -78153.8216 eV
**Net charge**: -1

Löwdin population analysis, charges in e, atoms 1 to 99: atom 1 (Rb): 0.639, atom 2 (C): -0.119, atom 3 (C): -0.542, atom 4 (C): -0.136, atom 5 (P): 1.051, atom 6 (C): -0.576, atom 7 (C): -0.113, atom 8 (C): -0.128, atom 9 (C): -0.316, atom 10 (C): -0.080, atom 11 (C): -0.282, atom 12 (C): -0.067, atom 13 (C): -0.065, atom 14 (C): -0.048, atom 15 (C): -0.335, atom 16 (N): -0.051, atom 17 (C): -0.331, atom 18 (C): -0.041, atom 19 (C): -0.066, atom 20 (C): -0.314, atom 21 (C): -0.076, atom 22 (C): -0.106, atom 23 (C): -0.313, atom 24 (P): 1.032, atom 25 (C): -0.549, atom 26 (C): -0.125, atom 27 (C): -0.125, atom 28 (C): -0.562, atom 29 (C): -0.133, atom 30 (C): -0.117, atom 31 (H): 0.075, atom 32 (H): 0.038, atom 33 (H): 0.081, atom 34 (H): 0.095, atom 35 (H): 0.069, atom 36 (H): 0.056, atom 37 (H): 0.067, atom 38 (H): 0.095, atom 39 (H): 0.073, atom 40 (H): 0.071, atom 41 (H): 0.043, atom 42 (H): 0.055, atom 43 (H): 0.067, atom 44 (H): 0.073, atom 45 (H): 0.075, atom 46 (H): 0.073, atom 47 (H): 0.065, atom 48 (H): 0.073, atom 49 (H): 0.099, atom 50 (H): 0.104, atom 51 (H): 0.096, atom 52 (H): 0.103, atom 53 (H): 0.075, atom 54 (H): 0.066, atom 55 (H): 0.077, atom 56 (H): 0.087, atom 57 (H): 0.067, atom 58 (H): 0.080, atom 59 (H): 0.037, atom 60 (H): 0.073, atom 61 (H): 0.048, atom 62 (H): 0.071, atom 63 (H): 0.072, atom 64 (H): 0.086, atom 65 (H): 0.063, atom 66 (H): 0.086, atom 67 (H): 0.041, atom 68 (H): 0.074, atom 69 (H): 0.044, atom 70 (H): 0.080, atom 71 (N): 0.110, atom 72 (C): -0.303, atom 73 (C): -0.019, atom 74 (C): -0.069, atom 75 (C): -0.046, atom 76 (C): -0.158, atom 77 (N): 0.087, atom 78 (C): -0.306, atom 79 (C): -0.029, atom 80 (C): -0.075, atom 81 (C): -0.059, atom 82 (C): -0.110, atom 83 (N): 0.097, atom 84 (H): 0.141, atom 85 (H): 0.115, atom 86 (H): 0.101, atom 87 (H): 0.097, atom 88 (H): 0.099, atom 89 (H): 0.104, atom 90 (H): 0.110, atom 91 (H): 0.106, atom 92 (H): 0.102, atom 93 (O): -0.039, atom 94 (N): -0.615, atom 95 (O): -0.091, atom 96 (O): -0.063, atom 97 (C): -0.073, atom 98 (N): 0.030, atom 99 (C): -0.679

The following is a DFT calculation (the ωB97M-V functional and the def2-TZVPD basis) of an isolated molecule of CH4N2O2S at a distorted geometry.

XYZ file:
```
10
Properties=species:S:1:pos:R:3:forces:R:3
C 0.965 1.148 -0.738 1.6636 0.3983 -0.1955
N -0.907 -1.955 0.714 -0.7097 -0.7975 -1.6789
N -0.526 -2.211 1.754 -0.4315 -0.6252 0.0701
O -1.030 1.709 0.784 -1.9016 1.4892 0.4525
O -0.611 -0.650 -0.055 0.3843 1.5084 -0.6287
S -0.001 0.726 0.738 1.1657 -1.8632 -0.9682
H 1.057 2.306 -0.860 -0.2502 -2.2289 0.4168
H 1.994 0.672 -0.524 -1.4214 0.8462 -0.6390
H 0.500 0.662 -1.624 0.3517 0.5437 0.6260
H -1.441 -2.407 -0.189 1.1489 0.7290 2.5450
```
Positions in Å, forces in eV/Å.

Summary:
**Kohn-Sham gap**: 10.11 eV
**DFT total energy**: -19007.7966 eV

List of Löwdin charges in e, atom by atom: atom 1 (C): -0.262, atom 2 (N): -0.205, atom 3 (N): 0.140, atom 4 (O): -0.479, atom 5 (O): -0.445, atom 6 (S): 0.821, atom 7 (H): 0.090, atom 8 (H): 0.066, atom 9 (H): 0.047, atom 10 (H): 0.226

Going through the records in order, we get relative energy (zero: lowest compared OMol25 entry of this formula, charge and spin) values of 1.229, 1.959, 0.309, 4.127 eV.